Entry 1:
Formula: C5H8P2
Source: the OMol25 dataset
Level of theory: ωB97M-V with the def2-TZVPD basis set

```
! RIJCOSX wB97M-V def2-TZVPD def2/J DEFGRID3
* xyz 0 1
C 1.40 0.27 -0.58
C 1.71 -0.64 0.51
C 0.44 1.20 -0.53
C 0.75 -1.24 1.18
C -0.65 1.29 0.52
P -1.47 -0.43 0.87
P -1.59 -1.06 -1.19
H 2.12 0.33 -1.47
H 2.75 -0.70 0.77
H 0.31 1.98 -1.18
H 0.65 -2.04 1.81
H -0.23 1.73 1.54
H -1.31 1.96 0.18
H -2.72 -0.39 -1.27
H -2.14 -2.25 -1.16
*
```

Summary:
Relative energy (zero: lowest compared OMol25 entry of this formula, charge and spin) = 250.17 kJ/mol
DFT total energy = -23887.9788 eV
Kohn-Sham gap = 8.99 eV
HOMO energy = -8.3325 eV
LUMO level = 0.7 eV

These are the Löwdin partial charges, in e, on atoms 1 to 5: -0.191 -0.222 -0.242 -0.092 -0.448


Entry 2:
Formula: C47H51BN8S5Se2Te2Zr
Source: the OMol25 dataset
Level of theory: ωB97M-V with the def2-TZVPD basis set

```
! RIJCOSX wB97M-V def2-TZVPD def2/J DEFGRID3
* xyz 2 1
Zr -0.04 0.59 -0.63
C 0.45 1.18 4.39
C 1.31 0.04 3.96
C 2.46 -0.32 4.60
C 3.22 -1.41 4.11
N 2.83 -2.06 3.05
N 1.73 -1.72 2.40
B 1.35 -2.59 1.22
N 0.02 -3.27 1.35
N -0.09 -3.92 2.51
C -1.14 -4.64 2.77
C -2.12 -4.87 1.77
C -2.03 -4.21 0.57
C -2.97 -4.44 -0.56
C -0.96 -3.27 0.41
S -0.89 -2.19 -0.89
C -1.23 -5.23 4.16
C -1.05 -6.75 4.08
C -0.13 -4.64 5.05
C -2.60 -4.89 4.77
N 1.97 -2.35 -0.11
N 2.46 -3.38 0.60
C 3.36 -4.20 0.17
C 3.96 -3.86 -1.08
C 3.51 -2.82 -1.84
C 4.14 -2.42 -3.11
C 2.36 -2.07 -1.37
S 1.53 -0.98 -2.33
C 3.74 -5.44 0.92
C 2.86 -5.58 2.17
C 5.22 -5.35 1.33
C 3.50 -6.64 -0.02
C 0.94 -0.69 2.80
S -0.46 -0.32 1.91
C 4.47 -1.92 4.79
C 5.56 -2.09 3.72
C 4.12 -3.28 5.42
C 4.99 -0.99 5.88
H 0.84 1.64 5.28
H 0.41 1.92 3.58
H -0.56 0.83 4.57
H 2.78 0.23 5.48
H -2.92 -5.57 1.95
H -3.76 -5.14 -0.29
H -3.42 -3.50 -0.89
H -2.42 -4.84 -1.41
H -0.12 -7.01 3.59
H -1.03 -7.16 5.09
H -1.87 -7.22 3.55
H 0.85 -4.89 4.67
H -0.21 -3.55 5.09
H -0.23 -5.02 6.06
H -3.41 -5.31 4.19
H -2.65 -5.31 5.77
H -2.73 -3.81 4.84
H 4.79 -4.45 -1.43
H 5.04 -3.01 -3.30
H 3.45 -2.54 -3.94
H 4.40 -1.36 -3.08
H 2.96 -4.71 2.80
H 1.81 -5.69 1.89
H 3.16 -6.46 2.73
H 5.37 -4.50 1.98
H 5.51 -6.25 1.86
H 5.87 -5.24 0.46
H 2.46 -6.68 -0.33
H 4.12 -6.58 -0.91
H 3.74 -7.56 0.50
H 5.18 -2.66 2.88
H 5.88 -1.12 3.35
H 6.42 -2.61 4.14
H 3.76 -3.97 4.67
H 5.00 -3.71 5.89
H 3.35 -3.16 6.17
H 5.20 0.00 5.48
H 4.30 -0.91 6.71
H 5.92 -1.39 6.27
Se 2.41 0.91 0.37
Te 2.76 1.96 -1.89
Te 0.43 2.66 -3.10
Se -1.28 0.83 -2.92
S -7.23 -0.67 0.62
C -7.52 -2.26 1.16
C -6.36 -2.94 1.42
C -5.22 -2.17 1.17
C -5.51 -0.90 0.72
C -4.59 0.17 0.42
C -3.23 -0.10 0.19
N -2.30 0.83 0.02
C -2.68 2.13 0.08
C -4.04 2.50 0.19
C -4.39 3.89 0.18
C -3.44 4.85 0.10
C -2.05 4.51 0.05
C -1.05 5.47 -0.02
C 0.29 5.09 0.01
C 0.55 3.71 0.18
N -0.37 2.76 0.15
C -1.68 3.14 0.07
C 1.38 6.01 -0.19
C 2.72 5.73 -0.30
C 3.49 6.86 -0.62
C 2.73 7.98 -0.76
S 1.07 7.70 -0.50
C -5.00 1.50 0.35
H -8.53 -2.61 1.26
H -6.34 -3.95 1.79
H -4.22 -2.53 1.35
H -2.89 -1.13 0.13
H -5.43 4.15 0.26
H -3.70 5.89 0.11
H -1.32 6.52 -0.09
H 1.57 3.41 0.36
H 3.17 4.75 -0.16
H 4.56 6.83 -0.75
H 3.05 8.97 -1.02
H -6.04 1.75 0.46
*
```

Summary:
Relative energy (zero: lowest compared OMol25 entry of this formula, charge and spin) = 84.79 kJ/mol
DFT total energy = -262894.5828 eV
Kohn-Sham gap = 6.15 eV
HOMO energy = -11.6754 eV
LUMO level = -5.5 eV

These are the Löwdin partial charges, in e, on atoms 1 to 5: 0.589 -0.048 -0.235 0.109 -0.176